Molecular formula: C41H47BrCl2F3N2O20P
Method: DFT, ωB97M-V/def2-TZVPD

```
117
Properties=species:S:1:pos:R:3:forces:R:3
C 1.8103 -1.8769 2.5912 0.39 -0.26 -0.31
C 2.1307 -2.5264 1.4702 -0.51 -0.02 0.00
C 1.1827 -2.5947 0.2875 -0.06 -0.62 0.37
C 0.1604 -1.4921 0.3434 -0.18 -0.30 -0.23
C -1.1843 -1.7608 0.5629 0.09 0.09 -0.04
Cl -1.6781 -3.4063 0.7764 -0.01 -0.12 0.13
C -2.1562 -0.7584 0.6307 0.09 -0.40 0.07
C -3.5992 -1.1518 0.8281 -0.11 0.53 0.04
C -4.1389 -0.8259 2.2386 -0.38 -0.14 -0.22
C -4.1775 -2.0476 3.1439 -0.07 0.27 0.32
Br -5.6280 -1.8859 4.4573 0.07 0.00 0.01
C -1.7754 0.5875 0.5472 -0.16 -0.08 0.06
C -2.8683 1.6312 0.6138 0.22 0.44 -0.22
C -2.8333 2.5978 1.8053 -0.03 0.03 -0.19
C -3.4820 3.9464 1.4663 -0.39 -0.05 0.12
C -4.5228 4.4337 2.5022 0.12 0.09 -0.48
N -4.5535 5.8772 2.7290 -0.09 -0.15 0.29
C -0.4071 0.8913 0.3820 -0.08 -0.15 0.07
C 0.5191 -0.1522 0.2440 -0.08 0.29 0.04
C 1.9225 0.2132 -0.0370 0.29 -0.04 -0.38
O 2.6913 -0.4663 -0.6864 -0.16 0.05 0.11
C 2.4063 1.5182 0.4877 0.04 -0.04 0.14
C 3.7618 1.6234 0.7214 0.06 0.23 -0.04
C 4.2612 2.8252 1.1657 0.06 -0.16 -0.01
Cl 5.9807 2.8940 1.3987 0.09 -0.01 0.06
C 3.4409 3.9252 1.4057 0.09 0.07 0.16
C 4.0859 5.2331 1.8016 -0.20 -0.22 0.32
O 3.8111 6.2516 0.8254 0.46 0.21 -0.10
C 4.3325 6.0669 -0.3939 -0.31 -0.01 0.05
F 5.5917 5.5956 -0.3932 -0.19 0.07 0.01
F 4.3181 7.2247 -1.0513 -0.03 -0.22 0.05
F 3.5861 5.1769 -1.1060 0.29 0.18 -0.13
C 2.0506 3.8027 1.2148 -0.06 -0.34 -0.56
P 0.9843 5.2143 1.6514 0.40 0.78 0.70
N 1.6177 6.2656 2.6029 -0.26 -0.29 -0.05
O -0.3489 4.6028 2.3056 0.00 -0.37 -0.34
O 0.6023 5.7945 0.2246 -0.32 -0.34 -0.04
C 1.5396 2.5798 0.7060 -0.15 0.03 0.39
C 0.0981 2.3074 0.3026 -0.01 0.13 -0.07
O -0.5890 3.2068 -0.1257 -0.02 -0.02 0.02
H 2.5749 -1.4484 3.2268 -0.06 -0.73 0.63
H 0.7650 -1.7315 2.8302 0.01 0.88 -0.20
H 3.0629 -3.0671 1.3580 0.43 0.67 -0.22
H 1.7688 -2.5220 -0.6235 0.06 0.04 0.02
H 0.6885 -3.5631 0.2492 -0.01 -0.02 -0.06
H -3.7613 -2.2015 0.6176 0.10 -0.06 -0.05
H -4.2002 -0.6086 0.1005 -0.02 -0.04 -0.06
H -5.1573 -0.4519 2.1302 -0.06 -0.03 -0.01
H -3.5749 -0.0191 2.7020 0.09 -0.04 0.08
H -4.3800 -2.9678 2.6089 0.06 -0.06 -0.03
H -3.2883 -2.1407 3.7572 0.13 -0.19 -0.14
H -2.7979 2.2290 -0.2939 0.04 0.04 -0.04
H -3.8505 1.1739 0.5991 0.01 -0.10 -0.09
H -1.7987 2.7211 2.0976 0.06 0.15 0.25
H -3.3655 2.1720 2.6574 0.09 -0.21 0.03
H -2.7343 4.7228 1.3221 0.21 -0.03 0.05
H -4.0111 3.8469 0.5157 0.10 0.05 -0.11
H -5.5097 4.1480 2.1340 -0.08 -0.14 0.17
H -4.3721 3.9180 3.4491 -0.01 0.14 0.15
H -3.8231 6.1502 3.3716 0.11 0.09 -0.10
H -4.4166 6.3782 1.8621 0.00 0.06 -0.02
H 4.4289 0.7977 0.5280 -0.09 -0.12 -0.04
H 3.6283 5.5986 2.7130 -0.05 0.17 -0.11
H 5.1500 5.1249 1.9704 0.08 0.02 -0.30
H 1.0773 6.3534 3.4542 0.06 0.11 0.06
H -0.1204 3.8773 2.9020 -0.20 -0.06 0.09
H -0.1913 6.3440 0.2665 0.07 0.15 -0.09
O 0.9331 1.8832 -5.9167 -0.03 -0.08 -0.07
C 1.2217 2.6923 -5.0974 0.01 0.05 0.09
O 0.3297 3.4061 -4.3709 0.00 0.00 0.01
C 1.0378 4.0985 -3.3350 0.09 0.03 0.12
C 2.4376 4.1837 -3.9119 0.01 0.10 0.09
O 2.4878 3.0274 -4.7561 -0.03 0.03 -0.01
H 0.5845 5.0674 -3.1474 -0.10 -0.03 -0.09
H 0.9970 3.5038 -2.4203 0.00 0.02 -0.01
H 2.5841 5.0738 -4.5263 -0.04 0.00 -0.02
H 3.2146 4.1361 -3.1578 0.06 -0.15 -0.06
O -3.4926 -5.7705 1.5660 -0.16 0.01 0.06
C -2.7589 -6.6956 1.4420 0.09 0.02 -0.08
O -1.4138 -6.5935 1.3572 0.03 -0.02 0.05
C -0.8510 -7.9048 1.4299 0.07 -0.12 -0.01
C -2.0083 -8.7710 0.9685 0.09 -0.07 -0.05
O -3.1448 -7.9893 1.3540 0.02 -0.03 0.01
H 0.0271 -7.9723 0.7939 -0.03 0.15 -0.07
H -0.5657 -8.1071 2.4638 -0.03 -0.01 0.01
H -2.0248 -8.9007 -0.1147 0.01 0.03 -0.01
H -2.0415 -9.7453 1.4481 -0.12 0.04 0.08
O 1.1479 -5.2142 -1.7458 0.01 -0.08 0.07
C 0.6605 -4.5506 -2.6050 -0.04 0.01 -0.09
O -0.5148 -3.8927 -2.4945 0.03 -0.01 0.04
C -0.6630 -3.0348 -3.6337 -0.01 0.18 -0.08
C 0.2287 -3.7053 -4.6578 -0.06 0.06 -0.06
O 1.2043 -4.3552 -3.8251 0.00 0.03 -0.01
H -1.7047 -2.9822 -3.9369 -0.04 -0.13 0.11
H -0.3151 -2.0358 -3.3632 0.03 -0.01 0.00
H -0.2984 -4.4604 -5.2373 -0.05 0.00 0.03
H 0.7119 -3.0084 -5.3360 0.14 -0.03 0.07
O -1.2718 -4.8917 -7.3982 -0.05 -0.02 0.03
C -0.2442 -5.1460 -7.9374 0.01 0.02 -0.02
O 0.0015 -6.2689 -8.6459 0.03 -0.02 -0.04
C 1.2549 -6.1127 -9.3211 0.10 0.01 -0.06
C 1.9532 -5.0751 -8.4621 0.10 -0.07 -0.03
O 0.8473 -4.3463 -7.9175 0.05 0.00 0.00
H 1.7781 -7.0634 -9.3666 -0.10 -0.06 0.09
H 1.0640 -5.7564 -10.3343 -0.01 0.03 0.01
H 2.5163 -5.5217 -7.6413 -0.02 -0.02 0.01
H 2.6026 -4.4096 -9.0234 -0.10 0.11 0.01
O 0.3445 1.0040 3.6088 0.00 0.22 -0.19
C 0.6720 0.8700 4.7445 -0.01 -0.04 0.08
O -0.1875 0.8211 5.7842 0.03 -0.01 0.03
C 0.5403 0.4253 6.9531 0.07 -0.06 0.12
C 1.9572 0.8381 6.5997 0.00 0.01 0.15
O 1.9485 0.7478 5.1697 -0.03 0.02 -0.02
H 0.1453 0.9286 7.8307 -0.09 0.09 -0.09
H 0.4390 -0.6534 7.0791 0.01 0.00 -0.03
H 2.1752 1.8688 6.8839 -0.02 0.01 -0.02
H 2.7180 0.1827 7.0136 0.02 -0.06 -0.14
```
Forces are in eV/Å.

## Properties
SMILES: C=CCc1c(Cl)c(CCCBr)c(CCCCN)c2c1C(=O)c1cc(Cl)c(COC(F)(F)F)c(P(=N)(O)O)c1C2=O.O=C1OCCO1.O=C1OCCO1.O=C1OCCO1.O=C1OCCO1.O=C1OCCO1
Gap between HOMO and LUMO: 7.93 eV
Relative energy (zero: lowest compared OMol25 entry of this formula, charge and spin): 0.0 kcal per mole
F_max: 0.0218 Eh/bohr
E_LUMO: -0.86 eV
Multiplicity: 1

Molecular formula: C41H48AlBCsF2N2NaO17P
Method: DFT, ωB97M-V/def2-TZVPD

```
115
Properties=species:S:1:pos:R:3:forces:R:3
C 7.7350 2.8787 0.4622 0.88 -1.06 0.26
C 7.0646 1.4963 1.0156 1.30 -0.02 0.17
O 5.6284 1.5545 1.2495 -0.30 0.61 -2.11
P 4.7056 1.3389 -0.1850 -0.78 -2.17 -1.35
O 5.2028 0.0606 -0.8502 -0.89 3.71 1.18
O 4.9742 2.7657 -1.1569 -0.07 -1.66 2.98
O 3.0425 1.3514 0.1604 3.88 0.55 -0.35
C 2.3267 0.3272 -0.6001 -1.26 -1.89 -1.91
C 0.7802 0.6828 -0.8818 0.23 -0.16 0.90
C -0.1592 0.6442 0.4164 0.09 -0.98 -0.07
C -1.6593 0.3234 -0.0798 0.16 -0.48 0.86
N -2.6586 1.3941 0.1982 -2.31 2.62 -1.34
C -3.1420 1.9806 1.4151 -1.47 1.28 -1.64
C -4.2426 3.0403 1.1055 2.07 -2.39 -3.58
C -4.3712 3.0515 -0.4545 2.83 -2.57 3.41
C -3.3422 2.0050 -0.9358 -2.48 2.58 2.29
H 7.2114 3.8194 0.8381 0.57 -1.09 -0.72
H 8.8606 2.8858 0.8263 -2.00 0.09 -0.78
H 7.8050 2.8157 -0.7133 -0.75 0.27 7.86
H 7.4138 0.6543 0.3337 -0.89 0.84 0.97
H 7.5570 1.2798 2.0606 -1.61 -1.86 -3.36
H 4.8707 3.5515 -0.5589 -0.24 -0.68 -0.79
H 2.4420 -0.6887 -0.0666 -0.36 1.71 -0.60
H 2.7887 0.1592 -1.6451 -0.47 0.55 1.75
H 0.6303 1.6912 -1.3888 0.52 -1.28 0.49
H 0.4184 -0.1379 -1.6094 0.71 1.24 1.12
H 0.1511 -0.2445 1.0869 -0.32 1.34 -1.10
H -0.0746 1.5705 1.0834 -0.28 -1.12 -1.21
H -2.0176 -0.6256 0.4678 0.50 1.38 -1.09
H -1.6786 0.1585 -1.2199 -0.06 0.17 1.95
H -2.7428 1.6756 2.4396 -0.68 0.40 -1.72
H -4.8332 3.6530 1.8586 1.10 -1.08 -1.12
H -5.0880 3.6854 -1.0738 1.35 -1.19 0.93
H -3.2120 1.8122 -2.0486 0.25 -0.27 1.90
Cs 7.9103 2.9081 -2.4621 0.38 0.15 -6.74
C -6.9191 1.3111 4.0867 -0.92 0.37 -0.27
C -6.8454 -0.0567 4.6921 -0.92 -0.48 0.35
O -5.4828 -0.4190 4.4928 0.89 0.75 -0.16
C -4.7769 0.7308 4.3692 -0.24 -0.05 -0.05
O -3.5714 0.7885 4.3583 -0.53 -0.05 0.14
O -5.5951 1.8073 4.2606 0.93 -0.58 0.05
H -7.6442 1.9519 4.5895 0.25 0.07 -0.02
H -7.1491 1.2851 3.0178 0.08 0.00 0.06
H -7.0569 -0.0528 5.7648 0.08 0.00 -0.08
H -7.5129 -0.7663 4.2024 0.26 -0.05 0.03
C 11.1080 -4.0489 -4.3028 0.03 0.07 0.04
C 10.1192 -3.4064 -3.5652 -0.02 0.03 0.01
C 10.4392 -2.2945 -2.7926 0.16 -0.01 -0.14
C 11.7474 -1.8190 -2.7654 -0.10 -0.05 -0.06
C 12.7352 -2.4596 -3.5061 -0.02 0.01 0.00
C 12.4169 -3.5770 -4.2714 -0.10 0.06 0.05
H 10.8592 -4.9177 -4.9024 0.02 0.08 0.06
H 9.0984 -3.7732 -3.5919 0.10 -0.01 0.00
H 9.6683 -1.7970 -2.2114 -0.01 -0.06 0.02
H 11.9966 -0.9486 -2.1664 0.05 -0.07 -0.02
H 13.7544 -2.0884 -3.4862 -0.09 -0.05 0.00
H 13.1882 -4.0794 -4.8443 -0.07 0.05 0.05
C -7.2480 3.4431 -6.8816 0.83 -0.23 0.01
C -6.8955 4.2477 -5.6412 -0.02 -1.30 0.52
O -5.8731 3.5978 -4.8967 -0.17 0.55 0.03
C -4.6246 3.7765 -5.3719 0.86 -0.46 -0.26
O -4.3249 4.4354 -6.3343 -0.47 -0.01 0.45
O -3.7812 3.0724 -4.6063 -0.70 0.45 -0.06
C -2.4253 3.1118 -5.0560 0.65 -0.05 -0.30
H -7.4963 2.4135 -6.6131 -0.39 0.17 -0.18
H -8.1036 3.8878 -7.4074 -0.46 -1.13 -0.25
H -6.4037 3.3961 -7.5765 -0.09 0.01 -0.08
H -7.7705 4.3139 -4.9875 0.15 0.04 0.22
H -6.6006 5.2791 -5.8935 0.91 0.05 0.72
H -2.0807 4.1397 -5.1880 -0.17 -0.11 -0.08
H -2.3253 2.5494 -5.9867 -0.06 0.14 0.05
H -1.8061 2.6363 -4.2942 -0.31 -0.02 0.06
B -5.0055 -0.4236 -8.5554 2.56 -0.23 -0.65
O -6.0186 0.6448 -8.4640 -0.85 -0.17 0.26
C -7.2089 0.0585 -8.3728 -0.32 2.96 -0.07
O -8.2530 0.6621 -8.2795 0.28 -0.14 0.18
C -7.0422 -1.3996 -8.3991 0.43 -3.49 -0.15
O -7.9264 -2.2168 -8.3329 0.22 0.71 0.04
O -5.7481 -1.6954 -8.5062 -0.84 0.65 0.18
F -4.0984 -0.3349 -7.4469 -0.73 0.12 -0.73
F -4.2887 -0.3163 -9.7851 -0.67 0.02 1.28
Na 7.7574 2.6149 2.9092 0.44 2.38 2.55
C -1.4191 -5.6391 9.7230 -0.03 0.11 -0.17
C -0.3680 -4.9894 10.3684 0.06 0.19 -0.13
C 0.2047 -3.8571 9.8009 0.01 -0.17 0.19
C -0.2643 -3.3764 8.5779 -0.02 -0.15 0.08
C -1.3021 -4.0424 7.9192 0.02 -0.12 0.17
C -1.8857 -5.1680 8.5006 -0.02 -0.11 0.10
C -1.7768 -3.5738 6.5992 -0.83 -1.03 0.04
O -2.6824 -4.1483 6.0235 0.33 0.43 -0.08
C -1.1261 -2.3952 5.9800 -0.35 0.36 -0.04
C -1.5252 -1.9732 4.7029 -0.08 0.55 -0.69
C -0.9296 -0.8620 4.1228 -0.19 -0.42 0.10
C 0.0581 -0.1589 4.8116 -0.02 -0.13 0.12
C 0.4630 -0.5795 6.0794 0.01 -0.13 0.06
C -0.1209 -1.7014 6.6599 0.35 0.81 -0.24
C 0.3396 -2.1606 7.9913 0.72 0.15 1.06
O 1.2062 -1.5477 8.5878 -0.24 -0.04 -0.44
H -1.8712 -6.5173 10.1717 0.04 0.10 -0.06
H 0.0030 -5.3656 11.3159 -0.04 0.06 -0.10
H 1.0191 -3.3529 10.3109 -0.13 0.05 -0.17
H -2.7005 -5.6816 8.0010 0.13 0.16 -0.04
H -2.2967 -2.5139 4.1637 0.06 -0.05 0.26
H -1.2368 -0.5383 3.1337 -0.03 -0.04 0.14
H 0.5165 0.7156 4.3605 -0.05 -0.06 0.07
H 1.2357 -0.0305 6.6079 -0.13 -0.20 0.10
O -3.3038 -0.1150 7.3412 0.45 -0.59 0.54
H -3.3493 0.1039 6.4057 0.04 0.29 -0.96
Al -7.8528 5.7704 -7.2112 -0.64 1.55 -1.14
C 3.8520 -2.1956 -3.2498 -0.38 -0.63 -0.61
C 3.2306 -3.1170 -4.2537 -0.96 -1.40 -1.55
N 2.7420 -3.8408 -5.0424 1.45 2.17 2.36
H 4.9176 -2.0856 -3.4559 -0.11 -0.05 0.00
H 3.3762 -1.2149 -3.3014 0.02 -0.11 -0.10
H 3.7240 -2.6007 -2.2446 0.02 -0.02 -0.11
```
Forces are in eV/Å.

## Properties
Gap between HOMO and LUMO: 1.02 eV
Total charge: +3
F_max: 0.1536 Eh/bohr
E_LUMO: -11.39 eV
Multiplicity: 1